A structure of composition C34H44GeN4SeTeW, computed with wB97M-V/def2-TZVPD.

Positions of all 86 atoms, in Å:
W 0.37991 0.65439 0.18503
C 2.06650 1.61932 1.23001
C 2.61440 1.01118 0.05667
C 2.55361 -0.39841 0.22357
C 1.96108 -0.66509 1.46234
C 1.62353 0.55903 2.08772
H 2.06738 2.67267 1.46141
H 3.05326 1.50125 -0.79631
H 2.91746 -1.13505 -0.47428
H 1.77959 -1.64811 1.87029
H 1.18671 0.64504 3.06634
C -2.84601 0.06984 -0.65226
N -1.61923 0.88650 -0.79293
C -1.73008 1.91956 -1.60231
C -0.64858 2.76662 -1.77879
C -0.46261 3.98696 -2.45369
C 0.79059 4.43597 -2.08678
C 1.32296 3.48013 -1.20392
N 0.47006 2.46721 -1.01925
C -2.84436 -1.22195 -1.44688
C -2.59644 -1.21079 -2.81754
C -2.59569 -2.39298 -3.54114
C -2.85608 -3.60189 -2.90745
C -3.14857 -3.62077 -1.55305
C -3.15169 -2.43320 -0.83101
H -3.68913 0.68472 -0.97413
H -3.02854 -0.14710 0.40233
H -2.66965 2.10484 -2.11587
H -1.17296 4.46842 -3.10770
H 1.27729 5.34609 -2.39766
H 2.28793 3.51900 -0.72257
H -2.41187 -0.27317 -3.32895
H -2.40667 -2.37039 -4.60672
H -2.85899 -4.52260 -3.47540
H -3.39282 -4.55298 -1.06074
H -3.43616 -2.45129 0.21899
Te 0.65927 -0.43214 -2.43894
C 0.90811 -2.51977 -2.41924
C 0.86851 -3.16113 -3.65410
C 0.98546 -4.54180 -3.71134
C 1.12347 -5.27986 -2.54275
C 1.15618 -4.63954 -1.31286
C 1.04984 -3.25596 -1.25071
C 2.62337 0.07941 -3.00738
C 2.80502 1.36081 -3.51906
C 4.07857 1.76606 -3.89395
C 5.15284 0.89530 -3.76649
C 4.95815 -0.38709 -3.27173
C 3.68982 -0.80212 -2.88671
H 0.75138 -2.59054 -4.56818
H 0.96521 -5.04173 -4.67088
H 1.21074 -6.35707 -2.59198
H 1.27147 -5.21511 -0.40373
H 1.10087 -2.75549 -0.29153
H 1.96548 2.03704 -3.63910
H 4.22813 2.75794 -4.30012
H 6.14246 1.21198 -4.06757
H 5.79247 -1.07147 -3.19094
H 3.54034 -1.81241 -2.52297
C -2.85299 0.83311 4.96187
Ge -0.98119 1.38443 5.08056
C -0.73681 2.54166 6.62599
C 0.20789 -0.15945 5.20311
C -0.43962 2.62727 3.59496
Se -0.86805 2.54113 1.69399
C -2.79978 2.39179 1.85779
H -3.10382 0.33144 5.89765
H -3.06810 0.13023 4.15562
H -3.50942 1.69836 4.86628
H -0.96789 1.99156 7.53857
H -1.39577 3.40868 6.57593
H 0.29364 2.89129 6.69438
H -0.02053 -0.67772 6.13548
H 1.25290 0.15138 5.25025
H 0.06644 -0.86424 4.38345
H 0.64518 2.75281 3.62855
H -0.84767 3.60159 3.87411
H -3.11576 1.52574 2.43258
H -3.22211 2.37706 0.85797
H -3.12769 3.29459 2.36814
N -1.27011 -0.97099 2.34469
N -0.74083 -1.12230 1.01842
H -1.97631 -1.67856 2.52948
H -1.69119 -0.05406 2.40998
H -1.44168 -1.43953 0.35039
H -0.10205 -1.90556 1.07470

## Properties
ΔE to the lowest compared entry with this formula, charge and spin	25.66	kJ/mol
LUMO energy	-5.645	eV
total charge	+2
spin multiplicity	1
gap between HOMO and LUMO	7.8	eV